# 1
This record from the OMol25 dataset describes C7H12O in the gas phase in a non-equilibrium geometry. The level of theory is ωB97M-V/def2-TZVPD.

Bonds (Å) are listed after each position.
Geometry (Å):
1 C 0.77 -2.74 0.77  C2 1.294, H9 1.120, H10 1.108
2 C 1.19 -1.56 0.45  C1 1.294, C3 1.502, H11 1.152
3 C 0.93 -0.93 -0.89  C2 1.502, C4 1.575, H12 1.079, H13 1.153
4 C 0.54 0.59 -0.85  C3 1.575, C5 1.508, H14 1.087, H15 1.103
5 C -0.80 0.86 -0.22  C4 1.508, C6 1.557, C7 1.534, H16 1.072
6 C -1.15 2.37 -0.18  C5 1.557, H17 1.237, H18 1.065, H19 1.131
7 C -0.93 0.27 1.19  C5 1.534, O8 1.248, H20 1.072
8 O -1.59 -0.77 1.41  C7 1.248
9 H 0.31 -3.48 0.07  C1 1.120
10 H 0.94 -3.22 1.75  C1 1.108
11 H 1.74 -0.73 1.02  C2 1.152
12 H 0.31 -1.55 -1.52  C3 1.079
13 H 1.97 -0.77 -1.36  C3 1.153
14 H 0.53 1.03 -1.84  C4 1.087
15 H 1.23 1.19 -0.23  C4 1.103
16 H -1.61 0.40 -0.77  C5 1.072
17 H -1.15 2.75 -1.36  C6 1.237
18 H -2.18 2.52 0.04  C6 1.065
19 H -0.55 3.07 0.47  C6 1.131
20 H -0.49 0.70 2.07  C7 1.072

## Properties
E in eV: -9498.8647
SMILES: C=CCC[C@H](C)C=O
Kohn-Sham gap in eV: 10.401
Relative energy (zero: lowest compared OMol25 entry of this formula, charge and spin) in kJ/mol: 188.52
Lowest unoccupied orbital energy in eV: 0.97

Atom charges from the natural (NBO) analysis, given in e for atoms 1 to 8:
1 C -0.383
2 C -0.197
3 C -0.437
4 C -0.378
5 C -0.336
6 C -0.604
7 C 0.427
8 O -0.527

# 2
This record from the OMol25 dataset describes 2 unconnected molecules or ions with the total composition C5H10O. The level of theory is ωB97M-V/def2-TZVPD.

Bonds (Å) are listed after each position.
Geometry (Å):
1 C 0.50 -0.98 -1.49  C2 1.482, H7 1.096, H8 1.097, H9 1.094
2 C 0.07 -0.43 -0.18  C1 1.482, C3 1.336, C5 1.512
3 C -0.85 -0.72 0.74  C2 1.336, C4 1.515, H10 1.086
4 C -0.26 0.22 1.79  C3 1.515, C5 1.554, H11 1.095, H12 1.095
5 C 0.65 0.71 0.63  C2 1.512, C4 1.554, O6 1.407, H13 1.101
6 O 2.03 0.73 0.88  C5 1.407, H14 0.963
7 H 0.45 -0.21 -2.27  C1 1.096
8 H 1.55 -1.30 -1.41  C1 1.097
9 H -0.10 -1.84 -1.79  C1 1.094
10 H -1.70 -1.38 0.76  C3 1.086
11 H -0.89 0.96 2.28  C4 1.095
12 H 0.32 -0.32 2.54  C4 1.095
13 H 0.30 1.69 0.26  C5 1.101
14 H 2.42 1.39 0.30  O6 0.963
15 H -2.33 0.99 -1.77  H16 0.746
16 H -2.16 0.46 -1.27  H15 0.746

## Properties
E in eV: -7392.1433
SMILES: CC1=CC[C@H]1O.[H][H]
Kohn-Sham gap in eV: 10.032
Relative energy (zero: lowest compared OMol25 entry of this formula, charge and spin) in kJ/mol: 252.99
Lowest unoccupied orbital energy in eV: 0.92

Atom charges from the natural (NBO) analysis, given in e for atoms 1 to 8:
1 C -0.658
2 C 0.004
3 C -0.193
4 C -0.429
5 C 0.076
6 O -0.715
7 H 0.219
8 H 0.231

# 3
This record from the OMol25 dataset describes 12 unconnected molecules or ions with the total composition C46H114N6O16S4 in a non-equilibrium geometry. The level of theory is ωB97M-V/def2-TZVPD.

Bonds (Å) are listed after each position.
Geometry (Å):
1 O 16.15 -15.88 20.21  S2 1.472
2 S 14.92 -15.24 20.69  O1 1.472, O3 1.453, C4 1.864, C7 1.903
3 O 14.57 -13.84 20.53  S2 1.453
4 C 13.56 -16.17 19.82  S2 1.864, C5 1.528, H8 1.090, H9 1.090
5 C 12.55 -16.36 20.95  C4 1.528, C6 1.489, H10 1.090, H11 1.090
6 C 13.18 -16.67 22.26  C5 1.489, C7 1.580, H12 1.090, H13 1.090
7 C 14.49 -15.81 22.46  S2 1.903, C6 1.580, H14 1.090, H15 1.090
8 H 13.92 -17.14 19.47  C4 1.090
9 H 13.20 -15.50 19.03  C4 1.090
10 H 12.12 -15.36 21.01  C5 1.090
11 H 11.69 -17.00 20.74  C5 1.090
12 H 13.49 -17.71 22.34  C6 1.090
13 H 12.41 -16.67 23.03  C6 1.090
14 H 15.30 -16.38 22.91  C7 1.090
15 H 14.49 -15.04 23.23  C7 1.090
16 O 20.10 -13.80 27.03  S17 1.481
17 S 19.63 -13.33 25.70  O16 1.481, O18 1.479, C19 1.851, C22 1.886
18 O 20.54 -13.14 24.55  S17 1.479
19 C 18.21 -14.43 25.24  S17 1.851, C20 1.536, H23 1.090, H24 1.090
20 C 16.92 -13.65 25.54  C19 1.536, C21 1.554, H25 1.090, H26 1.090
21 C 17.24 -12.19 25.12  C20 1.554, C22 1.503, H27 1.090, H28 1.090
22 C 18.45 -11.88 25.96  S17 1.886, C21 1.503, H29 1.090, H30 1.090
23 H 18.54 -15.36 25.70  C19 1.090
24 H 18.37 -14.67 24.19  C19 1.090
25 H 16.10 -13.94 24.88  C20 1.090
26 H 16.67 -13.81 26.59  C20 1.090
27 H 16.54 -11.41 25.41  C21 1.090
28 H 17.31 -12.10 24.04  C21 1.090
29 H 18.28 -11.84 27.03  C22 1.090
30 H 18.96 -10.97 25.64  C22 1.090
31 O 16.26 -17.50 14.23  S32 1.497
32 S 14.78 -17.74 14.22  O31 1.497, O33 1.519, C34 1.829, C37 1.852
33 O 13.86 -17.26 13.11  S32 1.519
34 C 14.20 -19.33 14.91  S32 1.829, C35 1.594, H38 1.090, H39 1.090
35 C 13.27 -18.89 16.13  C34 1.594, C36 1.514, H40 1.090, H41 1.090
36 C 12.93 -17.42 16.01  C35 1.514, C37 1.522, H42 1.090, H43 1.090
37 C 14.21 -16.69 15.64  S32 1.852, C36 1.522, H44 1.090, H45 1.090
38 H 15.10 -19.83 15.29  C34 1.090
39 H 13.85 -19.94 14.08  C34 1.090
40 H 12.34 -19.45 16.03  C35 1.090
41 H 13.75 -18.96 17.11  C35 1.090
42 H 12.56 -17.13 16.99  C36 1.090
43 H 12.05 -17.21 15.40  C36 1.090
44 H 15.04 -16.82 16.33  C37 1.090
45 H 14.16 -15.63 15.37  C37 1.090
46 O 13.35 -22.37 21.33  S47 1.464
47 S 12.50 -21.67 22.30  O46 1.464, O48 1.473, C49 1.856, C52 1.809
48 O 12.55 -20.22 22.51  S47 1.473
49 C 10.79 -22.20 21.79  S47 1.856, C50 1.552, H53 1.090, H54 1.090
50 C 10.06 -22.75 23.04  C49 1.552, C51 1.512, H55 1.090, H56 1.090
51 C 11.08 -23.41 23.93  C50 1.512, C52 1.610, H57 1.090, H58 1.090
52 C 12.46 -22.59 23.86  S47 1.809, C51 1.610, H59 1.090, H60 1.090
53 H 10.86 -22.97 21.02  C49 1.090
54 H 10.27 -21.41 21.25  C49 1.090
55 H 9.67 -21.88 23.57  C50 1.090
56 H 9.21 -23.42 22.90  C50 1.090
57 H 11.23 -24.41 23.52  C51 1.090
58 H 10.68 -23.54 24.94  C51 1.090
59 H 13.38 -23.18 23.91  C52 1.090
60 H 12.38 -21.75 24.54  C52 1.090
61 C 6.42 -13.85 16.22  O62 1.455, H67 1.090, H68 1.090, H69 1.090
62 O 7.62 -14.18 15.45  C61 1.455, C63 1.448
63 C 8.43 -15.01 16.32  O62 1.448, C64 1.525, H70 1.090, H71 1.090
64 C 9.54 -14.23 17.03  C63 1.525, C65 1.590, N66 1.441, H72 1.090
65 C 10.71 -13.73 16.09  C64 1.590, H73 1.090, H74 1.090, H75 1.090
66 N 10.26 -14.99 18.02  C64 1.441, H76 1.010, H77 1.010
67 H 5.65 -14.58 16.00  C61 1.090
68 H 6.06 -12.85 15.97  C61 1.090
69 H 6.46 -13.81 17.30  C61 1.090
70 H 7.89 -15.66 17.01  C63 1.090
71 H 8.95 -15.84 15.85  C63 1.090
72 H 9.02 -13.38 17.47  C64 1.090
73 H 11.59 -13.32 16.60  C65 1.090
74 H 10.33 -12.91 15.49  C65 1.090
75 H 11.09 -14.47 15.38  C65 1.090
76 H 11.21 -14.66 18.03  N66 1.010
77 H 9.94 -14.63 18.90  N66 1.010
78 C 21.25 -15.83 20.45  O79 1.379, H84 1.090, H85 1.090, H86 1.090
79 O 20.30 -15.99 21.44  C78 1.379, C80 1.455
80 C 19.97 -17.40 21.59  O79 1.455, C81 1.516, H87 1.090, H88 1.090
81 C 18.72 -17.59 22.43  C80 1.516, C82 1.554, N83 1.415, H89 1.090
82 C 19.01 -17.45 23.95  C81 1.554, H90 1.090, H91 1.090, H92 1.090
83 N 18.23 -18.90 22.22  C81 1.415, H93 1.010, H94 1.010
84 H 21.43 -16.78 19.94  C78 1.090
85 H 22.18 -15.55 20.95  C78 1.090
86 H 20.74 -15.25 19.69  C78 1.090
87 H 19.66 -17.78 20.61  C80 1.090
88 H 20.87 -17.87 21.96  C80 1.090
89 H 17.98 -16.83 22.18  C81 1.090
90 H 19.78 -16.71 24.19  C82 1.090
91 H 19.38 -18.36 24.41  C82 1.090
92 H 18.02 -17.32 24.40  C82 1.090
93 H 17.44 -19.04 22.82  N83 1.010
94 H 18.89 -19.54 22.63  N83 1.010
95 C 14.50 -22.68 17.93  O96 1.437, H101 1.090, H102 1.090, H103 1.090
96 O 15.76 -21.99 17.94  C95 1.437, C97 1.443
97 C 15.94 -21.10 19.07  O96 1.443, C98 1.521, H104 1.090, H105 1.090
98 C 16.48 -19.79 18.53  C97 1.521, C99 1.583, N100 1.478, H106 1.090
99 C 17.88 -20.13 17.87  C98 1.583, H107 1.090, H108 1.090, H109 1.090
100 N 16.60 -18.89 19.70  C98 1.478, H110 1.010, H111 1.010
101 H 14.20 -23.18 18.85  C95 1.090
102 H 14.57 -23.39 17.11  C95 1.090
103 H 13.60 -22.14 17.64  C95 1.090
104 H 15.08 -20.97 19.73  C97 1.090
105 H 16.74 -21.47 19.71  C97 1.090
106 H 15.86 -19.40 17.73  C98 1.090
107 H 18.47 -19.22 17.87  C99 1.090
108 H 17.55 -20.38 16.86  C99 1.090
109 H 18.44 -20.80 18.52  C99 1.090
110 H 17.21 -19.23 20.43  N100 1.010
111 H 17.23 -18.12 19.51  N100 1.010
112 C 20.73 -11.53 19.70  O113 1.431, H118 1.090, H119 1.090, H120 1.090
113 O 19.59 -10.76 20.10  C112 1.431, C114 1.372
114 C 18.59 -11.49 20.69  O113 1.372, C115 1.558, H121 1.090, H122 1.090
115 C 17.30 -10.66 20.96  C114 1.558, C116 1.563, N117 1.459, H123 1.090
116 C 17.59 -9.59 22.07  C115 1.563, H124 1.090, H125 1.090, H126 1.090
117 N 16.20 -11.48 21.46  C115 1.459, H127 1.010, H128 1.010
118 H 21.39 -10.84 19.17  C112 1.090
119 H 20.58 -12.35 18.99  C112 1.090
120 H 21.29 -12.00 20.50  C112 1.090
121 H 18.26 -12.32 20.05  C114 1.090
122 H 19.05 -11.92 21.58  C114 1.090
123 H 17.13 -10.23 19.97  C115 1.090
124 H 18.21 -8.90 21.51  C116 1.090
125 H 18.14 -9.96 22.93  C116 1.090
126 H 16.78 -8.95 22.42  C116 1.090
127 H 15.36 -10.91 21.45  N117 1.010
128 H 15.96 -12.14 20.73  N117 1.010
129 C 7.72 -19.49 22.30  O130 1.449, H135 1.090, H136 1.090, H137 1.090
130 O 8.60 -18.50 21.71  C129 1.449, C131 1.445
131 C 8.50 -17.15 22.22  O130 1.445, C132 1.510, H138 1.090, H139 1.090
132 C 8.50 -16.25 21.01  C131 1.510, C133 1.539, N134 1.473, H140 1.090
133 C 8.83 -14.78 21.33  C132 1.539, H141 1.090, H142 1.090, H143 1.090
134 N 7.24 -16.32 20.26  C132 1.473, H144 1.010, H145 1.010
135 H 6.66 -19.23 22.35  C129 1.090
136 H 8.21 -19.96 23.15  C129 1.090
137 H 7.65 -20.33 21.61  C129 1.090
138 H 7.60 -17.00 22.81  C131 1.090
139 H 9.46 -17.03 22.72  C131 1.090
140 H 9.22 -16.78 20.39  C132 1.090
141 H 8.09 -14.40 22.04  C133 1.090
142 H 8.77 -14.21 20.41  C133 1.090
143 H 9.84 -14.69 21.74  C133 1.090
144 H 7.33 -17.31 20.09  N134 1.010
145 H 6.34 -16.36 20.72  N134 1.010
146 C 17.90 -22.46 25.90  O147 1.481, H152 1.090, H153 1.090, H154 1.090
147 O 16.58 -21.78 25.93  C146 1.481, C148 1.450
148 C 16.50 -20.58 25.12  O147 1.450, C149 1.611, H155 1.090, H156 1.090
149 C 15.69 -20.82 23.75  C148 1.611, C150 1.530, N151 1.410, H157 1.090
150 C 16.44 -21.80 22.85  C149 1.530, H158 1.090, H159 1.090, H160 1.090
151 N 15.38 -19.58 23.13  C149 1.410, H161 1.010, H162 1.010
152 H 18.11 -22.97 24.96  C146 1.090
153 H 17.85 -23.17 26.72  C146 1.090
154 H 18.70 -21.80 26.24  C146 1.090
155 H 15.97 -19.88 25.76  C148 1.090
156 H 17.53 -20.26 24.97  C148 1.090
157 H 14.86 -21.48 23.97  C149 1.090
158 H 15.74 -22.10 22.07  C150 1.090
159 H 16.56 -22.80 23.28  C150 1.090
160 H 17.33 -21.41 22.36  C150 1.090
161 H 15.83 -19.58 22.23  N151 1.010
162 H 14.37 -19.58 23.12  N151 1.010
163 C 11.83 -15.58 25.95  C164 1.520, H167 1.090, H168 1.090, H169 1.090
164 C 10.88 -14.77 25.08  C163 1.520, C165 1.506, O166 1.412, H170 1.090
165 C 9.49 -14.69 25.66  C164 1.506, H171 1.090, H172 1.090, H173 1.090
166 O 11.50 -13.51 25.17  C164 1.412, H174 0.960
167 H 12.01 -15.02 26.86  C163 1.090
168 H 12.88 -15.79 25.72  C163 1.090
169 H 11.28 -16.50 26.17  C163 1.090
170 H 10.68 -15.13 24.07  C164 1.090
171 H 8.77 -14.02 25.18  C165 1.090
172 H 9.44 -14.49 26.73  C165 1.090
173 H 8.99 -15.65 25.53  C165 1.090
174 H 11.41 -13.28 26.10  O166 0.960
175 C 14.30 -11.23 16.29  C176 1.549, H179 1.090, H180 1.090, H181 1.090
176 C 14.87 -12.61 16.70  C175 1.549, C177 1.513, O178 1.386, H182 1.090
177 C 16.28 -12.35 17.18  C176 1.513, H183 1.090, H184 1.090, H185 1.090
178 O 14.04 -13.27 17.60  C176 1.386, H186 0.960
179 H 14.71 -10.88 15.34  C175 1.090
180 H 14.51 -10.51 17.08  C175 1.090
181 H 13.23 -11.27 16.09  C175 1.090
182 H 14.99 -13.11 15.74  C176 1.090
183 H 16.41 -12.97 18.06  C177 1.090
184 H 16.54 -11.30 17.28  C177 1.090
185 H 16.98 -12.69 16.42  C177 1.090
186 H 14.29 -13.03 18.50  O178 0.960

## Properties
E in eV: -134580.4933
SMILES: O=S1(=O)CCCC1.O=S1(=O)CCCC1.O=S1(=O)CCCC1.O=S1(=O)CCCC1.COC[C@H](C)N.COC[C@H](C)N.COC[C@H](C)N.COC[C@H](C)N.COC[C@H](C)N.COC[C@H](C)N.CC(C)O.CC(C)O
Kohn-Sham gap in eV: 8.765
Relative energy (zero: lowest compared OMol25 entry of this formula, charge and spin) in kJ/mol: 686.90
Lowest unoccupied orbital energy in eV: -0.09

Atom charges from the Löwdin analysis, given in e for atoms 1 to 8:
1 O -0.353
2 S 0.754
3 O -0.352
4 C -0.180
5 C -0.250
6 C -0.201
7 C -0.138
8 H 0.096

# 4
This record from the OMol25 dataset describes 2 unconnected molecules or ions with the total composition C19H15FO2S in a non-equilibrium geometry. The level of theory is ωB97M-V/def2-TZVPD.

Bonds (Å) are listed after each position.
Geometry (Å):
1 C -4.56 1.88 2.79  C2 1.400, C9 1.399, H10 1.093
2 C -3.71 2.96 2.51  C1 1.400, C3 1.408, H11 1.094
3 C -2.36 2.75 2.20  C2 1.408, C4 1.396, H12 1.089
4 C -1.88 1.44 2.12  C3 1.396, S5 1.877, C8 1.386
5 S -0.15 0.93 1.59  C4 1.877, O6 1.459, O7 1.469
6 O 0.62 2.16 1.68  S5 1.459
7 O 0.21 -0.14 2.53  S5 1.469
8 C -2.69 0.37 2.47  C4 1.386, C9 1.397, H13 1.088
9 C -4.04 0.58 2.77  C1 1.399, C8 1.397, H14 1.092
10 H -5.62 2.05 3.01  C1 1.093
11 H -4.12 3.98 2.54  C2 1.094
12 H -1.70 3.60 2.03  C3 1.089
13 H -2.29 -0.64 2.52  C8 1.088
14 H -4.69 -0.27 3.00  C9 1.092
15 F -2.20 -1.43 -4.85  C16 1.374
16 C -1.45 -1.12 -3.74  F15 1.374, C17 1.390, C28 1.398
17 C -1.99 -1.36 -2.49  C16 1.390, C18 1.386, H29 1.090
18 C -1.22 -1.10 -1.37  C17 1.386, C19 1.430, H30 1.089
19 C 0.12 -0.61 -1.49  C18 1.430, C20 1.439, C27 1.421
20 C 0.97 -0.59 -0.33  C19 1.439, C21 1.444, H31 1.099
21 C 2.41 -0.68 -0.35  C20 1.444, C22 1.430, C26 1.426
22 C 3.12 -0.57 0.89  C21 1.430, C23 1.388, H32 1.085
23 C 4.50 -0.74 0.96  C22 1.388, C24 1.403, H33 1.090
24 C 5.23 -1.05 -0.20  C23 1.403, C25 1.401, H34 1.090
25 C 4.56 -1.22 -1.41  C24 1.401, C26 1.390, H35 1.092
26 C 3.18 -1.08 -1.48  C21 1.426, C25 1.390, H36 1.092
27 C 0.57 -0.28 -2.80  C19 1.421, C28 1.389, H37 1.091
28 C -0.17 -0.59 -3.93  C16 1.398, C27 1.389, H38 1.087
29 H -3.01 -1.75 -2.38  C17 1.090
30 H -1.59 -1.34 -0.37  C18 1.089
31 H 0.50 -0.94 0.60  C20 1.099
32 H 2.55 -0.38 1.80  C22 1.085
33 H 5.00 -0.61 1.92  C23 1.090
34 H 6.31 -1.17 -0.14  C24 1.090
35 H 5.13 -1.45 -2.32  C25 1.092
36 H 2.69 -1.35 -2.42  C26 1.092
37 H 1.56 0.16 -2.93  C27 1.091
38 H 0.21 -0.41 -4.93  C28 1.087

## Properties
E in eV: -37590.9076
Kohn-Sham gap in eV: 5.202
Lowest unoccupied orbital energy in eV: -2.25

Atom charges from the natural (NBO) analysis, given in e for atoms 1 to 8:
1 C -0.209
2 C -0.211
3 C -0.240
4 C -0.159
5 S 1.672
6 O -0.976
7 O -1.000
8 C -0.251